Computed, not measured: a single C14H15N3O4S molecule, with ωB97M-V/def2-TZVPD.

## Properties
HOMO: -8.4550 eV
ΔE to the lowest compared entry with this formula, charge and spin: 0.694 eV
SMILES string: Cn1c(=O)n(C)c2cc(S(=O)(=O)NCc3ccco3)ccc21
E_LUMO: 0.0195 Ha
Spin multiplicity: 1
Electronic energy: -38257.0803 eV
Orbital gap: 0.3302 hartree

```
37
Properties=species:S:1:pos:R:3:forces:R:3:lowdin_charge:R:1
C -0.09930 -4.26632 2.06833 -0.1 -0.1 0.1 -0.004
N 0.37477 -3.31902 1.09773 0.0 0.1 -0.1 -0.008
C 0.48000 -1.95999 1.25204 0.1 0.5 -0.2 -0.145
C 0.17237 -1.12849 2.31501 0.0 -0.1 -0.2 0.013
C 0.39325 0.23114 2.14633 0.0 0.1 0.1 -0.064
C 0.90892 0.71922 0.95857 0.2 0.5 0.1 -0.295
C 1.22785 -0.09405 -0.11590 0.1 -0.4 -0.1 0.011
C 1.00571 -1.44770 0.04451 -0.2 0.3 0.5 -0.142
N 1.19786 -2.51473 -0.79780 0.0 0.0 0.1 -0.006
C 0.81476 -3.68073 -0.16405 0.0 -0.2 -0.1 -0.451
O 0.85243 -4.79937 -0.61965 0.0 -0.3 -0.1 0.085
C 1.71220 -2.46966 -2.13864 0.1 0.0 -0.2 0.000
H 1.74227 -3.49399 -2.50827 0.0 0.1 0.0 0.094
H 1.06238 -1.86888 -2.77764 0.0 0.0 0.0 0.099
H 2.71811 -2.04677 -2.14871 0.0 0.0 0.0 0.099
H 1.63540 0.33745 -1.01390 0.1 0.0 -0.2 0.120
S 1.07844 2.48155 0.76465 -0.6 0.1 0.0 0.656
O 1.33543 3.09279 2.03422 -0.2 -0.2 0.1 -0.286
O 1.95688 2.74404 -0.34043 -0.2 -0.3 0.0 -0.290
N -0.48216 2.89825 0.34709 0.8 0.0 0.3 -0.119
H -0.90329 3.56753 0.96592 0.1 0.1 0.3 0.116
C -0.84763 2.96159 -1.04754 -0.1 -0.2 -0.6 -0.148
C -1.92540 1.97656 -1.38055 0.2 -0.6 0.5 -0.259
C -2.16071 0.70298 -0.95164 0.2 0.6 -0.1 -0.018
C -3.33488 0.27178 -1.61816 -0.2 0.3 -0.4 -0.060
C -3.72300 1.31269 -2.40069 -0.3 -0.8 0.2 -0.125
O -2.87832 2.34984 -2.25977 0.2 0.5 -0.2 0.046
H -4.54559 1.43874 -3.07582 -0.1 0.1 -0.1 0.117
H -3.81552 -0.68015 -1.52427 -0.2 -0.2 0.0 0.099
H -1.57592 0.14973 -0.24652 0.2 -0.1 0.2 0.094
H 0.06531 2.73878 -1.61228 -0.2 0.2 -0.1 0.117
H -1.18620 3.96123 -1.33861 0.1 -0.1 0.1 0.136
H 0.18102 0.93354 2.93495 -0.1 0.0 0.2 0.114
H -0.22450 -1.52017 3.23735 0.0 0.0 0.1 0.113
H 0.52295 -4.24197 2.96479 0.0 0.0 0.0 0.098
H -0.04021 -5.25329 1.61093 0.0 0.1 0.1 0.094
H -1.13423 -4.05212 2.34127 0.0 0.0 0.0 0.097
```
Positions in Å, forces in eV/Å.